1.
Below is a 9-piece molecular cluster, C22H63NO13 overall at a distorted geometry, with properties calculated with ωB97M-V/def2-TZVPD.

Values from the calculation:
ΔE to the lowest compared entry with this formula, charge and spin (kcal/mol): 48.62
Multiplicity: 1
SMILES string: COCCNCCOC.OCCO.OCCO.OCCO.CCO.CCO.CCO.CCO.CCO
Total energy (eV): -51933.100
Lowest unoccupied orbital energy (eV): 0.2108
HOMO (eV): -9.14

Last column: Löwdin charge in e.
CARTESIAN COORDINATES (ANGSTROEM)
C  17.8762  -11.2630  24.9498  -0.14
O  18.7266  -12.0335  24.1996  -0.16
C  18.0866  -12.8068  23.2380  -0.24
C  19.1514  -13.2475  22.2229  -0.19
N  18.6608  -14.1159  21.1362  -0.07
C  18.7145  -15.5479  21.5876  -0.18
C  18.4412  -16.5502  20.4363  -0.36
O  18.6610  -17.7802  20.5533  -0.16
C  19.1926  -18.5082  19.4795  -0.08
H  17.2987  -10.4443  24.4593  0.11
H  18.5051  -10.8722  25.7148  0.08
H  17.0628  -11.8278  25.4677  0.08
H  17.4192  -12.1590  22.7229  0.10
H  17.5234  -13.6457  23.6387  0.11
H  20.0730  -13.6533  22.7167  0.13
H  19.3636  -12.3072  21.6538  0.13
H  19.4054  -14.1500  20.3904  0.13
H  18.0944  -15.6851  22.5127  0.13
H  19.7522  -15.8591  21.8107  0.12
H  18.7635  -16.1988  19.4575  0.13
H  17.2678  -16.6138  20.3930  0.15
H  20.2818  -18.4092  19.1845  0.11
H  18.6466  -18.3173  18.6140  0.05
H  19.0631  -19.6191  19.6895  0.10
O  11.3590  -14.6935  20.8116  -0.07
C  11.7579  -15.1680  22.0761  -0.28
C  10.7692  -14.7807  23.0524  -0.23
O  11.5074  -14.6272  24.3091  -0.09
H  10.9625  -15.4840  20.3471  0.05
H  11.8619  -16.2685  22.2370  0.12
H  12.7028  -14.6919  22.2354  0.10
H  9.9621  -15.4801  23.2805  0.10
H  10.0678  -13.8532  22.8441  0.15
H  12.2755  -14.0864  24.2100  -0.02
O  10.6317  -16.6720  19.2042  -0.05
C  11.5659  -17.6837  19.2935  -0.27
C  12.8803  -17.3373  18.8088  -0.18
O  13.6128  -18.4479  19.3079  -0.06
H  9.7975  -16.9551  19.6153  0.13
H  11.5550  -17.9462  20.3873  0.13
H  11.1041  -18.5670  18.9261  0.13
H  13.2874  -16.4747  19.2718  0.09
H  13.0269  -17.0726  17.7308  0.16
H  13.9613  -18.9902  18.6332  0.04
O  9.4010  -17.9721  23.4667  -0.07
C  10.7606  -18.3996  23.5616  -0.28
C  10.9665  -19.5765  24.3236  -0.20
O  12.0581  -20.3007  23.6471  -0.10
H  8.9109  -17.9881  24.3296  0.11
H  11.0786  -18.7097  22.5434  0.11
H  11.4402  -17.5956  23.6469  0.09
H  10.1191  -20.2445  24.3457  0.13
H  11.4285  -19.5339  25.2636  0.11
H  12.7762  -19.6898  23.4739  0.04
C  14.9881  -14.3514  24.7715  -0.10
C  14.8304  -12.9627  24.5570  -0.34
O  13.4420  -12.8456  24.2919  -0.09
H  15.9585  -14.6652  25.1430  0.08
H  15.0541  -14.9181  23.8221  0.08
H  14.2465  -14.7415  25.4249  0.09
H  15.2933  -12.6249  23.6331  0.10
H  15.1206  -12.4281  25.4795  0.12
H  13.4399  -12.0898  23.6755  0.11
C  11.8099  -22.8285  21.0993  -0.07
C  12.2496  -21.4656  20.6524  -0.33
O  12.5156  -21.5689  19.3004  -0.04
H  11.2526  -23.2546  20.3198  0.05
H  11.1445  -22.7731  21.9862  0.09
H  12.6714  -23.4701  21.1482  0.07
H  13.1896  -21.2178  21.1574  0.10
H  11.6336  -20.6952  20.8823  0.07
H  13.3758  -21.5770  19.0053  0.01
C  15.7202  -18.3014  22.8052  -0.08
C  14.4495  -17.7197  22.5296  -0.35
O  13.5303  -18.6588  22.0569  -0.08
H  16.3821  -18.5842  21.9477  0.09
H  15.6618  -19.0458  23.6144  0.10
H  16.2157  -17.4907  23.3041  0.06
H  14.5658  -17.0588  21.7028  0.10
H  14.1739  -17.1371  23.3674  0.10
H  13.3628  -18.4823  21.1393  0.03
C  16.2719  -21.0451  19.9846  -0.07
C  16.1352  -20.2204  18.8299  -0.36
O  14.9843  -20.5208  18.0664  -0.08
H  17.2752  -21.0006  20.4457  0.09
H  16.0717  -22.0666  19.6675  0.09
H  15.5004  -20.8044  20.7455  0.09
H  17.0058  -20.2256  18.1670  0.12
H  16.1005  -19.2069  19.0679  0.08
H  15.2162  -20.5865  17.1023  0.14
C  14.7666  -12.9955  20.7016  -0.09
C  14.8763  -14.3135  20.1690  -0.33
O  15.6905  -14.9769  21.0983  -0.08
H  14.1909  -12.4065  19.9879  0.09
H  15.6838  -12.4952  20.8564  0.06
H  14.0935  -12.9784  21.6615  0.11
H  15.3751  -14.2208  19.2070  0.13
H  13.9504  -14.6520  19.9678  0.06
H  16.5335  -14.5457  21.1409  0.02

Force components x, y, z for each atom (eV/Å):
-1.76 0.32 1.29
0.68 -0.57 -0.39
0.81 -0.68 -0.88
0.38 1.16 -1.03
1.01 -2.13 -0.09
1.25 -0.86 0.03
-6.78 6.66 -1.39
4.01 -8.40 2.16
1.43 -2.19 0.90
0.77 -0.34 -0.40
0.23 0.75 0.68
0.71 -0.12 -0.31
-1.04 0.39 -0.73
-0.07 -0.21 0.39
-0.73 0.41 -0.24
0.53 -0.56 0.83
-1.21 0.73 0.85
0.36 -0.14 -1.05
0.03 0.59 0.78
0.36 0.90 -0.06
1.28 1.58 -0.56
-0.86 0.54 0.89
-1.17 0.52 -1.71
0.09 1.45 0.03
-0.43 -1.85 -1.29
-0.01 -0.48 -1.34
-2.01 2.77 3.80
-2.39 -1.40 0.06
0.52 1.37 -0.09
0.37 0.53 -0.98
0.71 0.14 0.68
0.52 -0.68 -0.20
2.07 -1.05 -0.11
0.63 0.82 -0.47
-1.91 1.84 -0.57
-2.65 -0.93 2.77
1.62 -0.22 -0.92
0.43 1.09 0.77
0.38 0.00 -0.38
1.08 0.19 -0.59
0.32 -1.11 -1.28
0.04 0.98 0.84
-0.48 -0.97 0.50
0.53 -1.30 -1.34
-0.87 0.26 0.88
-1.60 1.40 -3.08
2.78 -3.22 0.01
-1.00 -1.09 0.30
1.14 0.02 -1.07
-0.89 0.01 0.12
0.65 1.18 1.35
-0.32 -0.09 -0.12
-0.37 0.91 2.03
0.09 0.29 -0.35
2.53 -4.02 -0.92
-0.53 1.63 0.08
-0.21 2.20 -0.76
0.36 0.40 0.77
-0.95 0.25 0.15
-0.72 -0.43 0.47
0.87 0.27 0.40
-0.18 0.41 -0.63
-0.98 -0.42 0.44
-0.74 0.64 1.29
3.59 -2.36 0.46
-3.59 0.33 -1.57
-1.17 -0.47 -1.18
0.87 -0.38 -0.16
0.35 -0.35 0.78
-0.10 0.12 0.32
-2.37 2.25 0.37
3.11 0.26 -0.35
3.09 -0.97 1.07
-0.86 0.39 -2.55
-1.00 -0.85 1.43
-0.85 -0.15 0.65
0.08 -0.33 -0.60
1.03 0.55 0.27
0.32 1.26 -0.37
-1.26 0.40 1.07
0.00 -0.21 -0.87
-0.29 -1.88 2.43
1.30 1.19 -2.71
-0.57 -0.45 -1.86
-0.53 0.09 -0.18
0.22 -0.35 0.21
0.50 -0.04 -0.26
0.18 -0.63 0.00
-0.33 2.00 0.82
-0.35 0.07 1.57
-3.82 3.09 1.53
4.22 0.99 -0.11
-1.10 -2.61 0.48
-0.07 0.50 -0.05
1.13 0.43 0.35
1.45 -0.11 -1.49
0.30 -0.35 -0.45
-3.05 -2.22 0.07
0.88 0.62 -0.30

=====

2.
Below is a 2-piece molecular cluster, C5H15N2O overall at a distorted geometry, with properties calculated with ωB97M-V/def2-TZVPD.

Values from the calculation:
Total charge: +1
ΔE to the lowest compared entry with this formula, charge and spin (kcal/mol): 84.25
Multiplicity: 1
Total energy (eV): -10446.907
Lowest unoccupied orbital energy (eV): -2.4089
HOMO (eV): -12.75

Last column: Löwdin charge in e.
CARTESIAN COORDINATES (ANGSTROEM)
C  3.3878  -1.3955  -0.0896  -0.07
C  -0.3683  1.3187  -1.0925  0.00
C  -0.4073  0.9872  1.2986  0.00
C  2.5795  -0.1577  0.0442  -0.10
C  1.2618  -0.1390  -0.0458  -0.09
N  -3.8483  -1.0661  -0.1440  -0.02
N  0.4622  1.0695  0.1058  -0.19
O  -2.6840  -0.3628  -0.1005  -0.33
H  4.1112  -1.2837  -0.8948  0.09
H  2.7575  -2.2572  -0.2892  0.08
H  3.9484  -1.5687  0.8270  0.09
H  -1.2182  0.6288  -1.0719  0.07
H  -0.7504  2.3365  -1.0709  0.11
H  0.2196  1.1695  -1.9945  0.11
H  0.1524  0.6052  2.1490  0.11
H  -0.7995  1.9728  1.5361  0.11
H  -1.2503  0.3253  1.0654  0.06
H  3.1387  0.7527  0.2273  0.12
H  -3.7415  -1.9688  0.3565  0.17
H  0.6656  -1.0201  -0.2210  0.15
H  -4.6149  -0.5300  0.3033  0.17
H  -4.1195  -1.2668  -1.1245  0.17
H  1.1175  1.8502  0.2258  0.18

Force components x, y, z for each atom (eV/Å):
-0.01 -0.07 -0.01
-0.54 0.10 -0.79
-0.61 -0.14 0.81
-0.21 0.17 -0.01
0.31 -0.39 -0.01
-0.31 -0.28 0.01
0.62 0.31 0.05
0.37 0.19 -0.02
0.05 -0.04 -0.06
0.02 -0.10 -0.02
0.06 -0.06 0.05
0.19 0.05 -0.02
0.05 0.04 0.13
0.13 0.04 0.09
0.14 0.06 -0.10
0.04 0.09 -0.12
0.23 0.08 0.06
-0.07 0.21 0.03
-0.30 0.39 -0.30
-0.18 -0.07 -0.03
0.22 -0.40 -0.25
-0.04 0.00 0.52
-0.15 -0.19 -0.04

=====

3.
Below is C43H58CdN4O6P as an isolated structure, with properties calculated with ωB97M-V/def2-TZVPD.

Values from the calculation:
Total charge: +1
Multiplicity: 1
Total energy (eV): -77624.532
Lowest unoccupied orbital energy (eV): -1.5307
HOMO (eV): -9.31

Last column: Löwdin charge in e.
CARTESIAN COORDINATES (ANGSTROEM)
Cd  -0.6796  0.4558  0.2553  1.38
C  -4.4646  -3.6783  1.4794  -0.03
N  -3.4213  -2.7600  1.9087  -0.12
C  -3.4837  -2.3453  3.3044  -0.02
C  -2.5619  -2.1467  1.0738  -0.42
O  -1.7847  -1.2765  1.4655  -0.06
C  -2.5867  -2.5769  -0.3807  -0.16
O  -1.5706  -1.9276  -1.0802  -0.20
C  -1.1862  -2.6742  -2.2347  -0.23
C  0.0748  -2.1458  -2.8091  0.00
O  1.2888  -1.9922  -0.0991  -0.02
N  0.7141  -3.0101  -3.5302  -0.23
C  0.2378  -4.3407  -3.9341  -0.03
C  1.9292  -2.5738  -4.2314  -0.04
H  -4.6114  -4.4292  2.2533  0.10
H  -5.4127  -3.1562  1.3231  0.10
H  -4.1958  -4.1961  0.5629  0.08
H  -3.4764  -3.2272  3.9441  0.09
H  -2.6244  -1.7246  3.5335  0.08
H  -4.4005  -1.7812  3.4957  0.10
H  -2.4428  -3.6631  -0.4145  0.13
H  -3.5781  -2.3593  -0.8000  0.13
H  -1.1306  -3.7326  -1.9404  0.10
H  -1.9678  -2.5985  -3.0071  0.14
H  -0.3068  -4.8245  -3.1250  0.08
H  -0.4186  -4.2492  -4.8013  0.10
H  1.0871  -4.9635  -4.2014  0.09
H  2.3887  -1.8058  -3.6227  0.05
H  2.6126  -3.4120  -4.3532  0.09
H  1.6817  -2.1714  -5.2142  0.10
C  2.8921  2.6696  1.4861  -0.04
C  3.7299  1.4900  1.9068  -0.29
C  5.1059  1.6407  2.0530  -0.05
C  5.9220  0.5727  2.3986  -0.07
C  5.3663  -0.6796  2.6091  -0.08
C  3.9945  -0.8486  2.4918  -0.08
C  3.1691  0.2218  2.1489  -0.32
P  1.3592  0.0234  2.0172  1.07
C  1.0743  -1.7539  2.3370  -0.28
C  1.0581  -2.5145  1.1480  -0.34
C  0.7104  -3.8621  1.1632  -0.03
C  0.3862  -4.4706  2.3560  -0.07
C  0.4143  -3.7442  3.5363  -0.06
C  0.7578  -2.3984  3.5493  -0.25
C  0.7625  -1.6828  4.8719  -0.03
C  0.7544  1.1501  3.3108  -0.35
C  1.5430  1.3684  4.4499  -0.13
C  1.2190  2.3335  5.3770  -0.08
C  0.0896  3.1198  5.1649  -0.07
C  -0.6759  2.9293  4.0335  -0.06
C  -0.3758  1.9508  3.0685  -0.33
C  -1.2598  1.8718  1.8533  -0.26
H  3.5216  3.4399  1.0388  0.08
H  2.3714  3.1126  2.3394  0.08
H  2.1378  2.3790  0.7514  0.05
H  5.5459  2.6168  1.8763  0.11
H  6.9901  0.7194  2.4988  0.11
H  5.9935  -1.5215  2.8757  0.11
H  3.5579  -1.8237  2.6754  0.10
H  1.8302  -1.1879  -0.0835  0.05
H  0.7208  -4.4100  0.2282  0.12
H  0.1276  -5.5224  2.3747  0.11
H  0.1714  -4.2318  4.4730  0.11
H  0.4830  -2.3678  5.6717  0.08
H  0.0696  -0.8415  4.8787  0.08
H  1.7524  -1.2875  5.1007  0.08
H  2.4409  0.7809  4.5947  0.10
H  1.8417  2.4835  6.2497  0.11
H  -0.1828  3.8868  5.8804  0.11
H  -1.5438  3.5571  3.8649  0.11
H  -1.4068  2.8897  1.4848  0.02
H  -2.2477  1.5222  2.1680  0.01
C  -5.9660  0.0985  -1.3256  -0.06
C  -4.9543  0.0902  -2.2750  -0.05
C  -3.6452  0.2626  -1.8527  -0.16
N  -3.3116  0.4397  -0.5724  0.03
C  -4.2895  0.4503  0.3331  -0.14
C  -5.6273  0.2822  0.0070  -0.05
H  -6.9999  -0.0346  -1.6189  0.11
H  -5.1739  -0.0500  -3.3256  0.11
H  -2.8179  0.2481  -2.5546  0.10
H  -3.9817  0.5890  1.3639  0.10
H  -6.3831  0.3009  0.7819  0.11
O  0.2148  3.1977  -1.1388  0.12
C  -0.4289  2.5229  -2.0574  -0.52
O  -0.7472  1.3516  -1.9200  -0.03
C  -0.7849  3.3108  -3.3080  -0.22
N  -0.2977  4.6956  -3.1744  -0.03
C  -1.4791  5.5875  -3.1650  -0.18
C  -2.5501  4.8311  -3.9428  -0.16
C  -2.3203  3.3887  -3.4877  -0.12
H  -0.3136  2.8010  -4.1484  0.16
H  0.3213  4.9337  -3.9352  0.12
H  0.3402  4.0962  -1.5392  0.12
H  -1.2238  6.5576  -3.5859  0.12
H  -1.8003  5.7438  -2.1321  0.12
H  -2.3711  4.9265  -5.0165  0.12
H  -3.5590  5.1839  -3.7322  0.12
H  -2.6807  2.6444  -4.1943  0.12
H  -2.8183  3.2066  -2.5322  0.12
C  4.7370  0.9628  -2.7084  -0.15
C  3.6538  0.7419  -3.7640  -0.16
C  2.3708  0.9908  -2.9723  -0.20
O  2.6815  0.7813  -1.5852  -0.17
C  4.0632  0.4127  -1.4624  -0.19
H  4.9356  2.0294  -2.5789  0.12
H  5.6767  0.4638  -2.9394  0.12
H  3.6977  -0.2830  -4.1330  0.09
H  3.7417  1.4046  -4.6241  0.11
H  1.5397  0.3404  -3.2533  0.09
H  2.0680  2.0381  -3.0867  0.11
H  4.1506  -0.6759  -1.3952  0.12
H  4.4514  0.8424  -0.5413  0.10

Force components x, y, z for each atom (eV/Å):
-0.36 0.19 0.05
0.08 0.06 -0.05
-0.04 0.04 0.06
0.00 0.00 -0.07
0.01 0.07 0.14
-0.05 -0.20 -0.05
-0.09 -0.04 0.18
0.17 0.03 -0.10
-0.04 0.03 0.11
-0.10 0.30 0.49
0.25 -0.17 0.25
0.11 -0.10 -0.64
0.06 -0.10 0.01
-0.08 -0.08 0.17
0.01 -0.02 0.02
0.00 0.01 0.00
0.00 0.02 0.02
0.00 -0.02 0.01
0.02 0.01 0.00
0.01 0.00 0.00
0.00 -0.02 -0.01
-0.04 -0.01 -0.07
-0.02 0.10 0.12
-0.06 -0.01 -0.05
0.11 -0.01 -0.15
0.00 -0.05 0.01
-0.01 -0.04 -0.02
0.02 0.05 -0.02
0.03 -0.02 0.02
-0.01 -0.02 -0.03
0.04 -0.02 0.06
0.00 -0.02 -0.03
-0.03 0.02 -0.05
-0.01 -0.02 0.00
0.05 -0.01 0.01
-0.06 0.03 -0.03
0.03 0.04 0.01
0.11 0.00 -0.04
-0.01 -0.05 -0.27
-0.15 0.07 0.11
0.07 0.08 -0.21
-0.02 -0.06 0.05
-0.04 -0.04 0.07
-0.02 0.11 -0.09
-0.01 -0.01 -0.02
-0.06 -0.01 -0.02
0.03 0.03 -0.02
0.02 -0.01 0.02
-0.04 0.01 -0.01
0.01 -0.01 -0.02
0.02 0.04 0.07
0.05 -0.06 -0.03
-0.01 -0.02 0.01
0.01 -0.02 -0.03
-0.01 0.00 -0.02
-0.02 -0.04 0.01
-0.02 0.00 0.00
-0.02 0.03 -0.01
0.01 0.02 0.00
-0.14 0.01 -0.01
0.00 0.03 0.02
0.00 0.02 -0.01
0.01 0.02 -0.02
0.01 0.00 -0.02
0.01 -0.03 0.02
0.00 0.01 0.00
0.00 0.01 0.00
-0.01 -0.01 -0.01
0.01 -0.02 -0.03
0.02 -0.01 0.00
-0.05 0.01 -0.05
0.03 -0.02 0.04
0.01 0.00 0.04
-0.03 -0.01 0.00
0.04 0.00 0.05
0.00 0.02 -0.08
0.04 -0.01 -0.04
-0.05 -0.01 -0.04
0.02 0.00 0.01
0.01 0.00 0.03
-0.03 0.01 0.03
0.00 0.00 -0.03
0.03 0.00 -0.03
0.05 -0.04 0.09
-0.11 -0.24 -0.13
0.17 0.16 0.10
-0.02 0.06 0.08
-0.09 -0.05 0.05
0.02 -0.05 0.00
0.01 -0.04 0.01
-0.01 0.04 -0.02
0.02 -0.02 -0.03
0.03 0.01 -0.03
0.03 0.10 -0.03
0.02 0.00 0.01
0.01 0.00 -0.01
0.00 0.00 0.01
0.01 -0.01 -0.01
0.00 0.00 0.01
0.00 0.00 -0.01
-0.02 0.00 0.00
0.03 -0.02 0.04
0.04 0.12 0.07
0.03 -0.20 -0.03
-0.01 0.19 0.02
0.00 -0.03 0.00
0.00 -0.01 0.00
0.01 -0.01 0.00
0.01 0.01 0.02
-0.01 0.00 0.02
-0.08 0.00 0.01
0.03 -0.11 -0.08
-0.03 -0.01 0.04